# 1
This record from the Open Molecules 2025 dataset describes a molecular structure, C16H14N2O2Pd at a distorted geometry. The level of theory is the ωB97M-V functional and the def2-TZVPD basis.

```
35
Properties=species:S:1:pos:R:3:forces:R:3:lowdin_charge:R:1
Pd -0.4769 1.3977 -0.0591 -0.164 -0.884 -0.451 1.161
O -1.6065 1.4724 1.7448 0.189 0.048 0.280 -0.046
C -2.1016 0.4541 2.2893 -0.168 -0.352 -0.183 -0.294
C -2.2648 0.4645 3.7261 -0.054 0.152 0.124 0.071
C -2.6570 -0.6459 4.4179 0.034 0.075 -0.095 -0.004
C -2.9731 -1.8204 3.7196 0.030 0.165 0.500 0.027
C -2.9273 -1.8542 2.3272 0.309 0.575 -1.067 0.027
C -2.5043 -0.7630 1.5700 0.111 -0.213 0.968 -0.091
C -2.4616 -0.9078 0.1338 -0.100 0.041 -0.874 -0.044
N -2.0105 -0.0513 -0.7067 0.742 0.195 1.136 -0.031
C -1.9712 -0.2483 -2.1386 0.042 -0.104 -0.774 -0.164
C -1.0605 0.8130 -2.8122 -0.505 -0.091 -0.421 -0.173
N 0.1669 0.9204 -2.0566 0.483 0.560 0.453 -0.066
C 1.3514 0.9148 -2.5450 -0.887 -0.053 -0.492 -0.036
C 2.5487 0.7623 -1.7641 0.870 0.194 0.280 -0.094
C 3.7949 0.8015 -2.3870 -1.293 0.127 -0.017 0.029
C 4.9635 0.4977 -1.7014 0.284 -0.117 0.426 0.030
C 4.9123 0.1315 -0.3470 -0.063 -0.072 0.208 -0.002
C 3.7206 0.1171 0.3212 0.190 -0.080 0.118 0.066
C 2.4859 0.4578 -0.3368 -0.054 0.069 -0.257 -0.289
O 1.4283 0.4641 0.3516 0.050 0.047 0.170 -0.032
H -2.0179 1.3931 4.2209 0.030 0.024 0.051 0.141
H -2.7152 -0.6223 5.4966 -0.028 -0.002 0.019 0.134
H -3.2538 -2.7084 4.2636 -0.087 -0.089 0.036 0.134
H -3.2057 -2.7691 1.8228 -0.051 -0.045 -0.074 0.134
H -2.8729 -1.8543 -0.2314 -0.050 0.113 -0.124 0.156
H -1.6031 -1.2529 -2.3799 -0.056 0.108 0.073 0.138
H -2.9840 -0.1475 -2.5448 0.154 -0.034 0.002 0.143
H -0.8746 0.5173 -3.8529 -0.080 0.125 0.154 0.137
H -1.5682 1.7926 -2.8062 0.158 -0.299 -0.024 0.135
H 1.4989 0.9611 -3.6274 -0.154 -0.186 -0.010 0.157
H 3.8556 1.0638 -3.4330 -0.055 -0.033 -0.138 0.136
H 5.9117 0.5278 -2.2138 0.092 0.013 -0.074 0.136
H 5.8213 -0.1425 0.1691 0.035 0.045 0.026 0.134
H 3.6510 -0.1368 1.3691 0.044 -0.023 0.051 0.139
```
Positions in Å, forces in eV/Å.

Summary:
Molecular weight   372.72 g mol⁻¹
<S²>   6.0862
Frontier orbital gap (spin up / spin down)   8.781 / 6.780 eV
Total charge   +2
Spin multiplicity   5

# 2
This record from the Open Molecules 2025 dataset describes C16H14N4S2 in the gas phase at a distorted geometry. The level of theory is the ωB97M-V functional and the def2-TZVPD basis.

```
36
Properties=species:S:1:pos:R:3:forces:R:3:lowdin_charge:R:1
S -0.2675 -2.9971 1.1008 -0.494 -1.220 0.385 0.730
C -0.6463 -1.2230 0.7301 -0.326 -0.854 1.525 -0.630
N -1.4041 -1.1049 -0.4959 0.659 0.350 0.020 0.113
C -0.6061 -0.5639 -1.3461 -0.578 -0.348 -0.593 -0.263
C -1.0200 -0.4454 -2.8251 -2.416 -0.386 -0.522 -0.107
C -0.1764 -0.5778 -3.9254 0.788 0.202 0.975 -0.061
C -0.6212 -0.5105 -5.2416 0.278 0.197 -0.631 -0.100
C -1.9387 -0.2631 -5.5042 -0.856 0.129 1.430 -0.083
C -2.9393 -0.2272 -4.4750 4.746 -0.568 0.508 -0.051
C -2.4806 -0.3901 -3.1659 1.062 0.239 0.921 -0.003
N 0.6924 -0.3498 -0.8248 0.246 0.347 -0.516 -0.001
C 1.4971 0.8617 -0.7666 0.465 1.365 -0.819 -0.632
S 0.6804 2.3018 -1.5772 0.480 0.718 0.150 0.737
N 1.6560 1.2779 0.6148 -0.261 -1.534 1.042 0.082
C 1.1122 0.3380 1.3563 1.663 2.269 -4.371 -0.271
C 1.1161 0.4010 2.7727 -1.161 1.318 3.147 -0.176
C 0.8857 1.6389 3.4123 -1.156 0.180 0.647 0.011
C 0.6463 1.8137 4.8276 1.357 -1.997 -2.369 -0.035
C 0.8224 0.6667 5.5950 0.548 -0.194 -2.347 -0.062
C 1.1955 -0.5425 4.9486 -0.827 0.856 1.358 -0.065
C 1.2366 -0.7135 3.5984 0.625 0.342 -1.765 -0.030
N 0.6696 -0.6977 0.5456 -0.780 -0.512 0.812 -0.083
H 1.1164 -3.0499 1.2178 -1.211 0.730 -0.259 -0.114
H -1.1316 -0.6529 1.5630 0.005 -1.100 -0.390 0.133
H 0.8893 -0.6895 -3.7857 0.147 -0.051 0.282 0.109
H 0.0577 -0.5591 -6.1316 -0.399 -0.004 1.264 0.124
H -2.1235 -0.0205 -6.5074 -0.936 0.044 -1.256 0.083
H -3.9203 -0.0459 -4.7017 -2.338 0.241 -0.395 0.069
H -3.2490 -0.4483 -2.3658 0.923 0.207 -0.392 0.112
H 2.4410 0.5262 -1.2232 0.059 1.046 0.125 0.116
H 1.1137 3.2426 -0.6400 -0.326 -1.083 -0.833 -0.103
H 0.6714 2.4609 2.7532 0.261 0.438 -0.066 0.101
H 0.4748 2.7919 5.2017 -0.362 0.539 0.363 0.090
H 0.7285 0.6182 6.6394 -0.142 0.268 1.229 0.086
H 1.3658 -1.3028 5.6594 0.226 -1.293 0.197 0.091
H 1.4561 -1.5643 2.9665 0.031 -0.882 1.144 0.085
```
Positions in Å, forces in eV/Å.

Summary:
Relative energy (zero: lowest compared OMol25 entry of this formula, charge and spin)   34.0 kcal/mol
Molecular weight   326.45 g mol⁻¹
SMILES string   S[C@@H]1N=C(c2ccccc2)N2[C@@H](S)N=C(c3ccccc3)N12
Frontier orbital gap   8.297 eV
Total charge   0